Record 1
C60H36Cl10FeN4O4 | ωB97M-V/def2-TZVPD

Cartesian coordinates (Å):
Fe1 -0.1577 1.0993 -0.6113
C1 -4.9890 -5.0342 -5.9551
O1 -3.8790 -5.4901 -5.2173
C2 -3.2738 -4.5982 -4.3833
C3 -3.5985 -3.2514 -4.3060
C4 -2.9351 -2.4318 -3.4056
C5 -1.9344 -2.9193 -2.5612
C6 -1.6170 -4.2791 -2.6694
C7 -2.2699 -5.1037 -3.5612
C8 -1.3417 -1.9998 -1.5844
C9 -2.2565 -1.1899 -0.8368
C10 -3.5048 -1.6975 -0.3631
C11 -3.7461 -1.0637 0.8335
C12 -2.6857 -0.1315 1.0305
N1 -1.8503 -0.1771 -0.0255
C13 -2.3384 0.6732 2.1743
C14 -1.6108 1.8229 1.9597
C15 -1.3608 2.8745 2.9498
C16 -0.7039 3.8656 2.3479
C17 -0.5920 3.5073 0.8952
C18 0.7719 3.5915 0.2631
C19 0.9588 4.1081 -2.0311
C20 -0.3228 4.2619 -2.6993
C21 -0.4493 4.2867 -4.0556
C22 0.6896 4.1863 -4.8699
O2 0.6643 4.1421 -6.1913
C23 -0.6018 4.1029 -6.8445
C24 1.9697 4.1697 -4.2839
C25 2.1007 4.1850 -2.9389
C26 1.7382 2.5628 0.9663
N2 1.2587 1.2199 0.7762
C27 1.7877 0.4483 1.7474
C28 1.9705 -0.9250 1.6242
C29 2.7820 -1.6810 2.5947
C30 2.3655 -2.9373 3.0376
C31 3.1162 -3.6845 3.9362
C32 4.3122 -3.1761 4.4241
O3 5.1187 -3.8199 5.3230
C33 4.7280 -5.1116 5.7246
C34 4.7536 -1.9313 3.9868
C35 4.0056 -1.2021 3.0829
C36 1.4185 -1.5997 0.4919
C37 1.7836 -2.8843 -0.0529
C38 0.9216 -3.1386 -1.0801
C39 -0.0223 -2.0515 -1.0934
N3 0.3899 -1.1011 -0.1983
C40 2.3376 1.3264 2.7857
C41 2.3141 2.5870 2.3319
N4 -1.0925 2.2021 0.7605
C42 -2.4977 0.1512 3.5491
C43 -3.6522 -0.4637 4.0432
C44 -3.6908 -1.0238 5.3063
C45 -2.5731 -0.9949 6.1326
O4 -2.6992 -1.5982 7.3554
C46 -1.5747 -1.5617 8.2039
C47 -1.4104 -0.3944 5.6694
C48 -1.3776 0.1480 4.3928
H1 -5.3310 -5.8853 -6.5394
H2 -4.7218 -4.2177 -6.6321
H3 -5.7989 -4.7022 -5.2980
H4 -4.3668 -2.8251 -4.9378
H5 -3.1970 -1.3824 -3.3566
H6 -0.8895 -4.7075 -1.9976
H7 -2.0302 -6.1575 -3.6246
H8 -4.0607 -2.5051 -0.8142
H9 -4.5939 -1.2133 1.4825
H10 -1.7072 2.8403 3.9703
H11 -0.3948 4.8237 2.7381
H12 -1.1991 4.3881 -2.0842
H13 -1.4334 4.3967 -4.4903
H14 -0.3880 3.9126 -7.8921
H15 -1.1224 5.0589 -6.7503
H16 -1.2296 3.3030 -6.4535
H17 2.8323 4.1498 -4.9373
H18 3.0909 4.1648 -2.5010
H19 1.4198 -3.3307 2.6894
H20 2.7530 -4.6570 4.2413
H21 5.4885 -5.4554 6.4220
H22 4.6809 -5.7989 4.8740
H23 3.7570 -5.1032 6.2294
H24 5.7016 -1.5619 4.3584
H25 4.3915 -0.2600 2.7162
H26 2.6232 -3.4840 0.2639
H27 0.9494 -3.9880 -1.7433
H28 2.6920 0.9946 3.7495
H29 2.6484 3.4821 2.8352
H30 -4.5462 -0.4875 3.4353
H31 -4.5880 -1.5044 5.6773
H32 -1.8729 -2.0652 9.1208
H33 -1.2798 -0.5335 8.4357
H34 -0.7201 -2.0855 7.7651
H35 -0.5120 -0.3625 6.2714
H36 -0.4401 0.5384 4.0213
Cl1 -1.8754 1.7976 -2.0756
C49 -0.7951 1.0017 -3.1573
C50 0.3468 0.5068 -2.5422
C51 1.2039 -0.1624 -3.4261
Cl2 2.6058 -0.9996 -2.8821
C52 0.9455 -0.2448 -4.8025
Cl3 2.0622 -1.0244 -5.8588
C53 -0.2183 0.2916 -5.3484
Cl4 -0.5361 0.1955 -7.0382
C54 -1.1256 0.9033 -4.4992
Cl5 -2.6319 1.5063 -5.0871
Cl6 3.4954 1.3448 -0.9776
C55 2.6190 2.7484 -0.3791
C56 1.1706 2.8677 -1.0332
C57 1.1593 4.7565 -0.6085
Cl7 -1.7963 4.7731 0.1033
C58 2.1991 5.6318 -0.4966
Cl8 2.3057 6.9701 -1.6279
C59 3.3798 5.1658 0.1082
Cl9 4.5643 6.2654 0.7246
C60 3.6127 3.8226 0.0156
Cl10 5.0560 3.2282 0.7623

The HOMO energy (spin up / spin down) comes out at -0.1136 / -0.1133 Ha. Its spin multiplicity is 2. The value obtained for the LUMO energy (spin up / spin down) is 0.2 / 0.2 eV. The HOMO-LUMO gap (spin up / spin down) comes out at 3.32 / 3.28 eV. As for the charge: -1. The max |F| is 2.24 eV/A. The calculation puts the molar mass at 1287.35 g/mol.

---

Record 2
C6H8FN3O3 | ωB97M-V/def2-TZVPD

Cartesian coordinates (Å):
C1 -2.0623 -0.5429 0.2802
C2 -1.5408 -1.0077 -1.0627
C3 -0.9735 0.0111 1.2135
C4 -0.2569 2.0651 0.0079
C5 0.9035 2.4716 -0.5710
C6 1.2146 0.5081 0.0781
H1 -3.3155 0.5047 -0.7617
H2 -2.5754 -1.3621 0.7512
H3 -2.3529 -1.4008 -1.7927
H4 -1.0726 -0.1180 -1.5904
H5 -1.5882 0.5954 1.9586
H6 -0.4223 -0.7584 1.7658
H7 -1.1149 2.6009 0.2618
H8 1.0799 3.4909 -0.9080
N1 -0.0597 0.8307 0.4753
N2 1.8230 1.4698 -0.5258
N3 1.7431 -0.8287 0.2752
O1 -2.9489 0.5624 0.1548
O2 1.4136 -1.4181 1.3007
O3 2.5987 -1.2192 -0.5145
F1 -0.5996 -2.0319 -0.9402

The HOMO energy comes out at -0.3521 Ha. The value obtained for the LUMO energy is -0.4 eV. The HOMO-LUMO gap comes out at 9.19 eV. As for the charge: 0. The max |F| is 2.37 eV/A. The calculation puts the molar mass at 189.15 g/mol.

---

Record 3
C10H16 | ωB97M-V/def2-TZVPD

Cartesian coordinates (Å):
C1 0.3731 1.8712 -1.3792
C2 1.7606 0.4533 0.2486
C3 1.1593 0.6413 -1.0314
C4 2.2501 -0.7566 0.6552
C5 2.0930 -1.9162 -0.1784
C6 1.2078 -0.4819 -1.9175
C7 1.6494 -1.7225 -1.4998
H1 1.7938 1.3601 0.8594
H2 2.7505 -0.8271 1.6195
H3 0.9411 2.6767 -1.8611
H4 -0.0229 2.2979 -0.4726
H5 2.3897 -2.8851 0.1978
H6 1.0376 -0.3964 -2.9852
H7 1.6934 -2.5212 -2.2330
H8 -0.5015 1.6117 -1.9876
C8 -1.4766 0.1003 1.5903
C9 -2.5169 1.1645 1.1994
C10 -1.4579 -1.0456 0.6107
H9 -0.5004 0.5626 1.6589
H10 -1.8550 -0.2448 2.5555
H11 -3.5092 0.7140 1.0646
H12 -1.2442 -0.8014 -0.4318
H13 -0.6698 -1.7618 0.8570
H14 -2.2793 1.6762 0.2701
H15 -2.6943 1.8789 2.0098
H16 -2.3713 -1.6482 0.5809

The HOMO energy (spin up / spin down) comes out at 0.0311 / -0.1183 Ha. Its spin multiplicity is 2. The value obtained for the LUMO energy (spin up / spin down) is 3.8 / 3.8 eV. The HOMO-LUMO gap (spin up / spin down) comes out at 3.00 / 7.03 eV. As for the charge: -1. The max |F| is 1.65 eV/A. The calculation puts the molar mass at 136.24 g/mol.

---

Record 4
CH40N3O17 | ωB97M-V/def2-TZVPD

Cartesian coordinates (Å):
N1 -0.5643 -0.2009 -0.5493
C1 -0.3387 0.4977 -1.7227
N2 0.5651 0.0772 -2.6170
N3 -1.0232 1.6611 -1.9242
H1 -1.4242 -0.0760 -0.1399
H2 -0.1650 -1.1353 -0.4145
H3 0.9766 0.7269 -3.2546
H4 0.9590 -0.8585 -2.5324
H5 -1.6770 2.0190 -1.1827
H6 -0.6962 2.3876 -2.5780
H7 -1.1567 -3.7847 -0.9999
H8 -1.4956 -2.7724 -2.1597
O1 -0.9212 -3.5645 -1.9621
H9 1.6017 3.1094 -2.5633
H10 2.6317 2.7573 -3.7077
O2 2.0671 2.3613 -3.0738
H11 -0.2765 -2.8690 1.0882
H12 0.4268 -1.9752 2.1253
O3 0.5490 -2.3970 1.3236
H13 0.7650 -0.1554 3.3687
H14 0.7945 -1.3053 4.3432
O4 0.3112 -0.9943 3.5935
H15 -2.2017 -4.2070 1.0225
H16 -2.3524 -2.7009 0.7255
O5 -1.7785 -3.5166 0.5823
H17 4.1516 0.7648 0.9417
H18 3.2662 -0.5403 0.8272
O6 3.7274 0.0483 1.4925
H19 0.6437 -3.0917 -2.3260
H20 2.0591 -3.2817 -3.0684
O7 1.5061 -2.6618 -2.4983
H21 2.5004 0.7324 2.4144
H22 2.2523 1.5519 3.6465
O8 1.8028 1.1234 2.9099
H23 2.2870 -1.9073 -1.0490
H24 1.6566 -1.7181 0.2932
O9 2.2634 -1.2447 -0.3622
H25 0.7480 4.8532 -1.3952
H26 0.7336 3.5702 -0.6178
O10 0.6028 3.9389 -1.4912
H27 -4.2434 1.6275 0.5130
H28 -2.6857 1.8838 0.6042
O11 -3.3477 1.2828 0.2713
H29 1.8108 2.2491 0.2659
H30 1.3373 2.2352 1.7003
O12 1.2178 2.7135 0.8348
H31 -1.5570 3.9047 1.1984
H32 -0.4862 2.8319 0.8350
O13 -1.4255 3.0948 0.7333
H33 -2.9884 -1.1815 1.9638
H34 -3.3252 -0.3629 0.7629
O14 -3.1685 -1.2676 1.0612
H35 -3.1297 -1.3020 -2.6426
H36 -3.0029 -1.4871 -1.0748
O15 -2.4898 -1.3905 -1.9237
H37 -2.6632 -1.6113 4.2412
H38 -1.3980 -0.8794 3.6118
O16 -2.3849 -0.9749 3.5902
H39 2.5433 0.4114 -0.7265
H40 2.7264 1.6766 -1.6046
O17 2.8831 1.3238 -0.7232

The HOMO energy comes out at -0.4876 Ha. The value obtained for the LUMO energy is -2.2 eV. The HOMO-LUMO gap comes out at 11.09 eV. As for the charge: +1. The max |F| is 3.76 eV/A. The calculation puts the molar mass at 366.33 g/mol.

---

Record 5
C2H13O4S | ωB97M-V/def2-TZVPD

Cartesian coordinates (Å):
C1 -2.0042 1.4818 0.4950
C2 -1.0686 0.9031 1.5178
S1 0.7089 1.2192 1.2398
H1 -2.3848 0.7478 -0.3076
H2 -1.6036 2.3117 -0.0415
H3 -2.9322 1.8939 0.8887
H4 -1.0471 -0.2038 1.6218
H5 -1.3156 1.3371 2.4609
H6 1.4485 -1.7652 4.2389
H7 1.1734 -0.8396 3.0526
O1 1.7802 -1.5126 3.4108
H8 0.1022 -2.1791 -3.2601
H9 1.3358 -1.5814 -4.0657
O2 0.3519 -1.7428 -4.0763
H10 1.4874 1.7607 -1.9140
H11 1.7118 0.8217 -0.9267
O3 2.0274 0.9604 -1.9237
H12 -0.6349 -0.8468 -1.0113
H13 0.6991 -1.2347 -0.3241
O4 0.1643 -1.5314 -1.0752

The HOMO energy comes out at -0.1284 Ha. The value obtained for the LUMO energy is 3.6 eV. The HOMO-LUMO gap comes out at 7.07 eV. As for the charge: -1. The max |F| is 3.47 eV/A. The calculation puts the molar mass at 133.19 g/mol.

---

Record 6
C30H46N2O27 | ωB97M-V/def2-TZVPD

Cartesian coordinates (Å):
C1 4.9416 -5.0923 -0.1983
C2 3.5800 -4.4613 -0.0340
N1 2.6765 -4.7714 -1.1517
N2 1.3421 -4.8814 -0.6234
C3 0.5112 -3.8648 -1.1196
O1 0.9087 -2.7655 -1.5179
O2 -0.7871 -4.2537 -1.0852
C4 -1.6649 -3.2376 -0.5707
C5 -3.0479 -3.7947 -0.2841
C6 -3.0537 -5.2510 0.1666
O3 -3.9041 -3.5429 -1.3927
H1 4.9205 -6.1631 -0.0258
H2 5.6160 -4.6773 0.5415
H3 5.3755 -4.8945 -1.1727
H4 3.6958 -3.3873 0.0735
H5 3.1017 -4.8425 0.8619
H6 2.9575 -5.6775 -1.4989
H7 0.9360 -5.7654 -0.9030
H8 -1.7572 -2.4321 -1.2872
H9 -1.2362 -2.8154 0.3347
H10 -3.4445 -3.2054 0.5362
H11 -3.9847 -5.6818 -0.1869
H12 -2.2530 -5.8509 -0.2339
H13 -3.1005 -5.2839 1.2448
H14 -4.0253 -4.3534 -1.8861
C7 1.7424 -0.5132 1.2731
C8 1.4508 0.8893 0.7890
O4 0.2442 1.2065 1.5109
C9 0.1914 0.4396 2.6163
O5 -0.5908 0.5708 3.5011
O6 1.1544 -0.5147 2.5862
H15 2.8046 -0.7361 1.3313
H16 1.2522 -1.2777 0.6658
H17 2.2250 1.6010 1.0704
H18 1.2889 0.9522 -0.2794
C10 3.8401 5.7286 -0.7812
C11 4.3216 4.7765 0.2912
O7 3.3732 3.6957 0.2001
C12 2.8511 3.7065 -1.0453
O8 2.1541 2.8465 -1.4869
O9 3.2172 4.8137 -1.7097
H19 4.6414 6.2779 -1.2610
H20 3.0971 6.4345 -0.4235
H21 5.3189 4.3813 0.0802
H22 4.3131 5.1998 1.2748
C13 0.3468 -3.8477 2.7120
C14 -0.1182 -3.8570 4.1506
O10 0.2757 -5.1644 4.5863
C15 1.2907 -5.5865 3.7959
O11 1.9466 -6.5535 3.9996
O12 1.4568 -4.7529 2.7421
H23 0.6640 -2.8653 2.3783
H24 -0.4068 -4.2370 2.0233
H25 0.3957 -3.1114 4.7597
H26 -1.1914 -3.7244 4.2565
C16 -7.9861 -2.7008 0.1115
C17 -8.2717 -4.0209 -0.5743
O13 -7.1148 -4.7922 -0.2407
C18 -6.5731 -4.2783 0.8906
O14 -5.6984 -4.7858 1.5066
O15 -7.1627 -3.1025 1.2100
H27 -8.8810 -2.1999 0.4707
H28 -7.4187 -2.0158 -0.5202
H29 -9.1553 -4.5191 -0.1708
H30 -8.3719 -3.9329 -1.6527
C19 0.3258 9.1134 -2.7415
C20 0.4006 7.6167 -2.5774
O16 1.8081 7.3736 -2.6358
C21 2.4491 8.5108 -2.2756
O17 3.6133 8.5823 -2.0603
O18 1.5800 9.5478 -2.1950
H31 -0.5036 9.5595 -2.1988
H32 0.2723 9.4187 -3.7866
H33 0.0247 7.2796 -1.6084
H34 -0.1170 7.0800 -3.3650
C22 -1.3035 -10.0352 0.3039
C23 -0.9035 -9.9878 1.7642
O19 -0.2852 -8.7018 1.8668
C24 -0.7672 -7.9183 0.8761
O20 -0.5863 -6.7495 0.7877
O21 -1.4935 -8.6501 -0.0027
H35 -2.2184 -10.5930 0.1249
H36 -0.5112 -10.4305 -0.3342
H37 -1.7637 -10.0186 2.4348
H38 -0.2034 -10.7697 2.0451
C25 3.8681 6.5546 4.9829
C26 3.4898 8.0206 4.9393
O22 3.9420 8.4122 3.6372
C27 3.9947 7.3117 2.8587
O23 4.1695 7.3175 1.6838
O24 3.8188 6.1918 3.5979
H39 3.1775 5.9465 5.5601
H40 4.8823 6.3942 5.3514
H41 2.4116 8.1766 4.9972
H42 3.9787 8.6147 5.7060
C28 -2.7441 7.3687 -7.0869
C29 -2.3374 6.9572 -5.6875
O25 -1.3945 7.9781 -5.3337
C30 -1.6608 9.0781 -6.0862
O26 -1.1680 10.1401 -5.9105
O27 -2.5608 8.7883 -7.0514
H43 -3.7757 7.1247 -7.3240
H44 -2.0904 6.9488 -7.8528
H45 -3.1698 6.9875 -4.9824
H46 -1.8698 5.9771 -5.6467

The HOMO energy comes out at -0.3221 Ha. The value obtained for the LUMO energy is 0.5 eV. The HOMO-LUMO gap comes out at 9.24 eV. As for the charge: 0. The max |F| is 2.57 eV/A. The calculation puts the molar mass at 866.68 g/mol.